# 1
32
Properties=species:S:1:pos:R:3 method="wB97M-V/def2-TZVPD" lumo_ha="-0.0566 / -0.0566" total_charge=0 multiplicity=1
C 2.820 -2.341 1.606
C 2.643 -0.699 -1.854
C -3.616 1.396 1.586
C -1.370 0.943 -2.599
C 1.606 -1.760 1.548
C 2.329 0.522 -1.404
C -2.717 1.361 0.619
C -1.148 -0.118 -1.789
C 0.641 2.111 0.396
C -2.164 -1.840 0.760
N 1.263 -0.522 1.222
Si 2.045 0.789 0.472
Si -1.789 -0.141 -0.037
H 3.044 -3.342 1.716
H 3.776 -1.788 1.678
H 2.832 -0.904 -2.799
H 2.783 -1.567 -1.300
H -4.178 2.320 1.675
H -3.664 0.465 2.208
H -1.348 1.030 -3.688
H -1.443 1.935 -2.281
H 0.796 -2.389 1.654
H 2.389 1.219 -2.122
H -2.728 2.388 0.059
H -0.873 -1.111 -2.155
H 0.097 1.931 -0.473
H 0.141 2.065 1.359
H 1.045 3.220 0.192
H -2.325 -2.616 0.024
H -1.233 -2.127 1.237
H -3.045 -1.725 1.273
H 3.389 1.296 1.217

# 2
30
Properties=species:S:1:pos:R:3 method="wB97M-V/def2-TZVPD" lumo_ha=0.0369 total_charge=0 multiplicity=1
C -1.304 -0.503 0.995
C -0.185 -1.563 0.993
C -1.539 -0.235 2.471
C 0.264 -1.739 2.413
C -0.883 -1.305 3.360
H -2.228 -0.909 0.540
H -1.025 0.409 0.434
H 0.603 -1.285 0.266
H -0.508 -2.596 0.759
H -2.610 -0.122 2.725
H -1.028 0.709 2.743
H 1.203 -1.153 2.430
H 0.527 -2.802 2.575
H -0.475 -0.894 4.303
H -1.471 -2.208 3.612
C 0.404 0.064 -1.330
C 0.911 0.035 -2.751
C 0.790 1.501 -0.843
C 0.495 1.426 -3.267
C 1.001 2.379 -2.096
H 0.900 -0.715 -0.719
H -0.690 -0.054 -1.202
H 0.407 -0.766 -3.324
H 2.003 -0.128 -2.832
H 1.649 1.439 -0.146
H -0.071 1.911 -0.280
H -0.600 1.443 -3.426
H 0.979 1.687 -4.228
H 0.422 3.309 -1.935
H 2.061 2.663 -2.239

# 3
41
Properties=species:S:1:pos:R:3 method="wB97M-V/def2-TZVPD" lumo_ha=-0.0298 total_charge=0 multiplicity=1
C -0.038 -2.413 4.068
C -0.134 -2.124 2.677
Si -0.472 -1.564 0.822
C -0.140 -3.239 -0.161
C 0.210 -2.994 -1.741
N -0.645 -3.255 -2.801
C -2.329 -1.145 0.709
C -2.999 -1.752 -0.831
C -3.078 -0.562 -2.082
O -4.372 -1.154 -1.248
O 0.659 -0.430 0.181
Si 0.623 1.179 0.800
C 2.454 1.863 0.537
C 3.002 1.661 -0.987
C 2.781 2.906 -2.017
Cl 2.857 4.599 -1.276
P -0.648 2.629 -0.255
O -2.089 2.126 -0.640
B 0.296 1.413 2.683
O 1.399 0.962 3.603
O -0.957 2.039 3.171
H -0.084 -3.006 5.096
H 0.849 -3.673 0.347
H -0.982 -4.030 0.049
H 1.292 -2.610 -2.021
H -0.148 -2.999 -3.706
H -2.621 -0.016 0.746
H -2.978 -1.822 1.448
H -2.705 -2.929 -1.159
H -3.894 -0.417 -2.882
H -2.512 -1.369 -2.759
H 3.113 1.135 1.219
H 2.600 2.930 0.997
H 2.434 0.726 -1.465
H 4.140 1.355 -0.955
H 1.804 2.737 -2.682
H 3.681 2.849 -2.800
H -0.843 3.746 0.681
H 0.027 3.109 -1.432
H 2.100 1.705 3.599
H -1.654 1.837 2.467

# 4
41
Properties=species:S:1:pos:R:3 method="wB97M-V/def2-TZVPD" lumo_ha=0.1044 total_charge=-1 multiplicity=1
Bi 0.256 0.011 -0.170
C 1.590 -3.021 0.722
C 2.555 -1.916 1.235
O 1.953 -0.635 1.448
C 1.745 -0.022 2.724
C 0.356 0.598 2.849
O 0.156 1.547 1.780
C -1.105 2.229 1.770
C -2.198 1.871 0.709
O -1.781 1.472 -0.612
C -2.670 0.461 -1.147
C -2.073 -0.255 -2.350
O -0.865 -0.980 -2.097
C -0.756 -2.409 -2.037
C -0.514 -3.037 -0.645
O 0.491 -2.383 0.120
H 1.225 -3.645 1.548
H 2.153 -3.628 0.008
H 3.300 -1.737 0.460
H 3.050 -2.252 2.151
H 2.505 0.758 2.817
H 1.870 -0.753 3.528
H 0.313 1.125 3.809
H -0.428 -0.159 2.761
H -0.853 3.287 1.695
H -1.601 2.057 2.729
H -2.789 2.787 0.586
H -2.816 1.084 1.129
H -3.593 0.948 -1.485
H -2.859 -0.255 -0.346
H -1.805 0.473 -3.119
H -2.836 -0.928 -2.752
H 0.081 -2.638 -2.695
H -1.675 -2.863 -2.423
H -0.245 -4.082 -0.827
H -1.422 -2.977 -0.042
Se 1.664 2.883 -0.713
Se 2.930 2.120 -2.524
Se 4.016 0.159 -1.859
Se 2.620 -1.664 -2.331
O -1.244 -0.665 0.924

# 5
40
Properties=species:S:1:pos:R:3 method="wB97M-V/def2-TZVPD" lumo_ha=0.0082 total_charge=0 multiplicity=1
Br -0.373 18.062 -10.636
C 0.303 19.669 -11.460
C 0.703 19.355 -12.869
Br 1.274 20.966 -13.753
H 1.124 20.027 -10.845
H -0.485 20.419 -11.426
H -0.138 18.980 -13.442
H 1.496 18.618 -12.917
Br -6.568 20.309 -10.893
C -4.998 19.381 -11.557
C -3.735 19.750 -10.833
Br -3.754 19.230 -8.952
H -4.910 19.637 -12.609
H -5.206 18.319 -11.461
H -3.538 20.815 -10.835
H -2.894 19.201 -11.251
Br 4.389 16.890 -16.638
C 4.053 17.259 -14.739
C 3.781 15.964 -14.034
Br 2.740 16.315 -12.421
H 3.207 17.936 -14.741
H 4.954 17.746 -14.385
H 4.689 15.465 -13.713
H 3.189 15.272 -14.621
Br 0.634 18.334 -16.695
C 1.961 19.701 -17.073
C 1.258 20.940 -17.570
Br 2.530 22.117 -18.379
H 2.658 19.265 -17.780
H 2.485 19.879 -16.138
H 0.808 21.474 -16.736
H 0.474 20.710 -18.284
Br -2.465 19.830 -14.695
C -2.350 21.522 -15.618
C -3.294 22.561 -15.076
Br -2.774 23.180 -13.312
H -2.633 21.295 -16.645
H -1.317 21.854 -15.589
H -4.308 22.190 -14.966
H -3.297 23.446 -15.705

# 6
40
Properties=species:S:1:pos:R:3 method="wB97M-V/def2-TZVPD" lumo_ha="-0.1174 / -0.3382" total_charge=+1 multiplicity=2 s_squared=0.756
Br 0.268 1.898 1.167
C -0.861 0.702 0.116
C -0.660 -0.740 0.630
Br 1.247 -1.323 0.303
H -0.515 0.929 -0.892
H -1.898 1.003 0.261
H -1.295 -1.419 0.061
H -1.050 -0.743 1.647
Br -1.333 4.207 -7.503
C -1.689 3.302 -5.798
C -0.419 2.477 -5.338
Br -0.689 1.531 -3.597
H -2.558 2.657 -5.926
H -1.880 4.067 -5.046
H 0.518 3.032 -5.373
H -0.289 1.654 -6.041
Br 3.657 0.793 5.201
C 1.942 -0.002 5.625
C 1.190 0.010 4.313
Br -0.744 -0.475 4.593
H 1.392 0.574 6.369
H 2.195 -1.005 5.969
H 1.773 -0.679 3.703
H 1.140 0.936 3.740
Br -2.334 -3.910 -0.854
C -3.104 -5.581 -1.493
C -4.649 -5.283 -1.718
Br -5.469 -4.766 -0.015
H -2.959 -6.410 -0.799
H -2.592 -5.849 -2.417
H -5.102 -6.202 -2.089
H -4.814 -4.496 -2.454
Br 4.474 3.708 3.629
C 3.799 3.082 1.871
C 4.121 1.635 1.538
Br 3.690 1.370 -0.295
H 4.179 3.802 1.146
H 2.712 3.136 1.913
H 3.455 1.061 2.182
H 5.153 1.313 1.671

# 7
40
Properties=species:S:1:pos:R:3 method="wB97M-V/def2-TZVPD" lumo_ha=0.0136 total_charge=0 multiplicity=1
C 2.868 1.304 -1.851
N 2.738 -0.191 -1.936
C 1.449 -0.613 -1.295
C 0.405 -0.837 -2.445
O 0.856 -0.200 -3.672
S -0.116 1.038 -4.209
O 0.594 2.317 -3.993
O -0.642 0.864 -5.579
O -1.237 0.959 -2.999
C -1.056 -0.285 -2.297
C -1.825 -0.436 -0.962
Br -1.269 0.849 0.434
C -3.360 -0.123 -1.289
C -3.733 1.396 -1.215
Br -4.447 -1.014 0.133
H 1.860 1.771 -1.890
H 3.344 1.552 -0.878
H 3.439 1.679 -2.724
H 3.445 -0.521 -1.281
H 1.665 -1.589 -0.811
H 1.177 0.187 -0.579
H 0.316 -1.914 -2.688
H -1.630 -0.983 -2.965
H -1.827 -1.480 -0.585
H -3.611 -0.524 -2.294
H -4.672 1.550 -1.790
H -2.941 2.070 -1.592
H -3.967 1.700 -0.173
C 1.492 -1.690 3.417
O 1.227 -1.621 2.233
N 1.069 -0.815 4.361
C 1.426 -0.960 5.758
C 0.232 0.299 3.956
H 2.120 -2.497 3.826
H 0.517 -1.066 6.354
H 1.972 -0.072 6.085
H 2.054 -1.837 5.907
H -0.678 -0.083 3.491
H 0.769 0.905 3.223
H -0.026 0.912 4.817

# 8
40
Properties=species:S:1:pos:R:3 method="wB97M-V/def2-TZVPD" lumo_ha=0.0059 total_charge=0 multiplicity=1
Cl -0.135 -5.360 0.145
C 0.750 -5.105 1.661
C -0.158 -4.651 2.772
Cl -0.829 -3.032 2.420
H 1.526 -4.365 1.476
H 1.226 -6.047 1.925
H 0.400 -4.547 3.699
H -1.006 -5.313 2.918
Cl -0.925 -0.108 -1.752
C -0.194 0.067 -0.130
C 0.748 -1.063 0.189
Cl 2.242 -0.975 -0.797
H -1.021 0.069 0.578
H 0.315 1.027 -0.117
H 0.292 -2.026 -0.014
H 1.042 -0.984 1.233
Cl 3.638 3.164 0.995
C 3.058 1.712 1.836
C 3.693 1.530 3.181
Cl 3.159 2.773 4.354
H 3.267 0.846 1.207
H 1.974 1.779 1.919
H 4.776 1.595 3.126
H 3.412 0.567 3.602
Cl -3.547 4.185 0.409
C -4.334 2.661 0.909
C -3.305 1.564 0.935
Cl -4.093 0.034 1.451
H -5.123 2.446 0.195
H -4.755 2.817 1.897
H -2.531 1.795 1.661
H -2.896 1.393 -0.056
Cl 0.991 0.011 -6.595
C -0.117 0.694 -5.360
C -0.105 2.193 -5.333
Cl -0.621 2.903 -6.878
H 0.227 0.320 -4.400
H -1.108 0.311 -5.586
H 0.879 2.590 -5.099
H -0.813 2.530 -4.575

# 9
78
Properties=species:S:1:pos:R:3 method="wB97M-V/def2-TZVPD" lumo_ha=-0.0952 total_charge=0 multiplicity=1
Mg -1.964 2.715 2.096
Mg -1.137 -2.127 0.297
N -2.975 1.632 1.059
S -3.580 0.042 1.257
O -2.684 -0.990 0.787
O -5.023 -0.213 1.393
F -3.130 0.026 2.849
S -3.458 1.700 -0.436
O -4.871 2.018 -0.673
O -2.805 0.826 -1.414
F -2.697 3.060 -0.731
N -0.126 -0.648 0.205
S 0.530 0.540 1.263
O -0.472 1.458 1.856
O 1.845 1.051 0.969
F 0.675 -0.452 2.523
S 0.394 0.000 -1.143
O 1.624 -0.543 -1.606
O 0.001 1.404 -1.423
F -0.537 -0.873 -2.124
N -2.861 5.119 4.657
S -1.183 4.810 4.351
O -0.852 4.005 3.214
O -0.356 4.649 5.529
F -0.884 6.297 3.823
S -3.057 3.629 5.055
O -2.812 3.158 6.400
O -2.907 2.721 3.919
F -4.672 3.737 4.950
N -1.338 -3.623 -0.658
S -2.627 -4.788 -0.631
O -2.502 -5.843 0.292
O -3.478 -4.962 -1.824
F -3.609 -3.763 0.216
S -0.552 -4.465 -1.735
O -1.108 -4.560 -3.078
O 0.174 -5.511 -1.055
F 0.652 -3.402 -1.897
Cl 5.760 1.592 -1.356
C 4.556 0.377 -1.832
C 5.137 -0.895 -2.594
Cl 5.866 -0.792 -4.182
H 3.753 0.752 -2.466
H 4.120 -0.024 -0.917
H 4.186 -1.421 -2.676
H 5.689 -1.595 -1.967
Cl 5.110 -1.848 1.093
C 4.585 -3.503 0.547
C 3.189 -3.454 -0.061
Cl 1.870 -2.869 0.931
H 4.512 -4.257 1.330
H 5.371 -3.800 -0.147
H 2.987 -4.453 -0.449
H 3.189 -2.823 -0.949
Cl -1.261 -3.107 2.353
C -0.462 -3.841 3.803
C -0.298 -2.805 4.918
Cl -1.858 -2.366 5.730
H 0.584 -4.046 3.574
H -0.961 -4.783 4.030
H 0.347 -1.951 4.710
H 0.248 -3.347 5.690
Cl -0.906 5.023 -3.069
C 0.619 4.550 -2.376
C 0.901 5.010 -0.942
Cl 0.046 3.952 0.157
H 1.358 4.816 -3.131
H 0.730 3.467 -2.430
H 0.508 6.004 -0.731
H 1.982 5.003 -0.801
Cl 0.641 0.312 -6.575
C -0.322 0.852 -5.206
C -1.468 1.703 -5.621
Cl -2.619 0.872 -6.805
H 0.393 1.296 -4.513
H -0.457 -0.077 -4.651
H -1.219 2.601 -6.187
H -2.045 2.038 -4.759

# 10
36
Properties=species:S:1:pos:R:3 method="wB97M-V/def2-TZVPD" lumo_ha=0.0265 total_charge=0 multiplicity=1
C 3.484 -1.591 1.805
C 4.362 -0.348 1.795
O 3.883 0.719 2.597
C 2.686 1.323 2.136
C 1.506 0.944 3.029
O 0.299 1.511 2.541
C -0.333 0.784 1.513
C -1.462 -0.076 2.073
N -1.000 -1.163 2.850
Cl -2.476 -0.599 0.619
H 2.520 -1.410 1.324
H 3.307 -1.929 2.828
H 3.982 -2.395 1.258
H 5.350 -0.587 2.193
H 4.497 0.007 0.764
H 2.496 1.046 1.090
H 2.825 2.406 2.165
H 1.661 1.360 4.025
H 1.420 -0.139 3.132
H 0.370 0.141 0.967
H -0.747 1.499 0.803
H -2.138 0.540 2.662
H -1.765 -1.686 3.256
H -0.455 -1.805 2.283
O -0.483 0.909 -3.355
C -1.541 0.578 -3.799
O -1.757 0.459 -5.134
C -3.135 0.146 -5.396
C -3.664 -0.465 -4.100
C -2.822 0.259 -3.053
H -3.653 1.072 -5.654
H -3.162 -0.526 -6.250
H -4.737 -0.329 -3.983
H -3.449 -1.534 -4.079
H -3.274 1.203 -2.741
H -2.599 -0.324 -2.166

# 11
38
Properties=species:S:1:pos:R:3 method="wB97M-V/def2-TZVPD" lumo_ha=-0.1150 total_charge=+1 multiplicity=1
C 5.820 -0.545 1.319
C 5.566 0.843 0.846
O 6.242 1.811 0.984
O 4.342 0.920 0.152
C 3.838 2.190 -0.061
N 2.657 2.382 0.858
C 1.501 1.454 0.589
C 0.301 1.837 1.447
C -0.660 0.664 1.631
C -1.035 -0.035 0.324
N -2.100 -1.012 0.473
H 5.172 -0.770 2.167
H 6.861 -0.629 1.610
H 5.601 -1.260 0.528
H 3.460 2.285 -1.076
H 4.569 2.972 0.142
H 2.342 3.352 0.769
H 2.966 2.246 1.823
H 1.290 1.521 -0.477
H 1.847 0.451 0.830
H 0.669 2.154 2.429
H -0.225 2.681 0.994
H -0.226 -0.061 2.326
H -1.578 1.030 2.094
H -1.340 0.717 -0.411
H -0.148 -0.536 -0.088
H -2.958 -0.695 0.041
H -2.274 -1.248 1.440
C -4.846 -3.352 -2.137
C -5.868 -2.722 -3.068
O -6.029 -1.426 -2.509
C -4.903 -1.116 -1.830
O -4.617 -0.035 -1.421
O -4.125 -2.206 -1.677
F -7.053 -3.365 -3.049
H -5.350 -3.828 -1.294
H -4.171 -4.053 -2.617
H -5.541 -2.618 -4.104

# 12
35
Properties=species:S:1:pos:R:3 method="wB97M-V/def2-TZVPD" lumo_ha=0.0238 total_charge=0 multiplicity=1
C 4.675 0.620 -1.680
O 3.883 0.388 -0.467
C 4.114 1.414 0.528
C 3.502 1.193 1.909
O 2.114 0.947 1.875
C 1.413 2.038 1.297
C -0.100 1.891 1.529
O -0.348 1.445 2.892
C -1.727 1.142 3.118
H 4.149 1.249 -2.398
H 4.878 -0.343 -2.149
H 5.672 1.010 -1.475
H 3.798 2.371 0.112
H 5.189 1.382 0.708
H 3.792 2.095 2.447
H 3.987 0.334 2.372
H 1.583 2.156 0.227
H 1.653 3.013 1.720
H -0.424 1.266 0.697
H -0.596 2.844 1.343
H -2.088 0.365 2.445
H -2.378 2.006 2.982
H -1.794 0.737 4.128
C -8.510 -4.044 0.473
C -7.291 -3.522 -0.169
N -6.306 -3.227 -0.658
H -9.065 -4.736 -0.161
H -9.173 -3.275 0.868
H -8.178 -4.654 1.314
C 0.263 -1.075 -4.039
C 1.275 -1.841 -4.832
N 2.052 -2.436 -5.417
H -0.420 -1.780 -3.564
H -0.337 -0.477 -4.725
H 0.744 -0.496 -3.251

Repeat the sixth record exactly.
40
Properties=species:S:1:pos:R:3 method="wB97M-V/def2-TZVPD" lumo_ha="-0.1174 / -0.3382" total_charge=+1 multiplicity=2 s_squared=0.756
Br 0.268 1.898 1.167
C -0.861 0.702 0.116
C -0.660 -0.740 0.630
Br 1.247 -1.323 0.303
H -0.515 0.929 -0.892
H -1.898 1.003 0.261
H -1.295 -1.419 0.061
H -1.050 -0.743 1.647
Br -1.333 4.207 -7.503
C -1.689 3.302 -5.798
C -0.419 2.477 -5.338
Br -0.689 1.531 -3.597
H -2.558 2.657 -5.926
H -1.880 4.067 -5.046
H 0.518 3.032 -5.373
H -0.289 1.654 -6.041
Br 3.657 0.793 5.201
C 1.942 -0.002 5.625
C 1.190 0.010 4.313
Br -0.744 -0.475 4.593
H 1.392 0.574 6.369
H 2.195 -1.005 5.969
H 1.773 -0.679 3.703
H 1.140 0.936 3.740
Br -2.334 -3.910 -0.854
C -3.104 -5.581 -1.493
C -4.649 -5.283 -1.718
Br -5.469 -4.766 -0.015
H -2.959 -6.410 -0.799
H -2.592 -5.849 -2.417
H -5.102 -6.202 -2.089
H -4.814 -4.496 -2.454
Br 4.474 3.708 3.629
C 3.799 3.082 1.871
C 4.121 1.635 1.538
Br 3.690 1.370 -0.295
H 4.179 3.802 1.146
H 2.712 3.136 1.913
H 3.455 1.061 2.182
H 5.153 1.313 1.671